Formula: C4H7NO2S
Source: the OMol25 dataset
Level of theory: ωB97M-V/def2-TZVPD

Element x y z (Å)
C: -0.17 -1.50 -1.75
C: 0.29 -0.60 -0.54
N: 1.40 -0.95 -0.08
O: 1.78 -0.12 0.96
C: -0.46 0.69 -0.03
S: -1.48 1.37 -1.09
C: -0.35 1.03 1.45
O: -1.32 1.85 1.70
H: 0.63 -2.25 -1.88
H: -0.29 -0.76 -2.65
H: -1.16 -2.03 -1.61
H: 2.78 -0.18 1.10
H: 0.66 1.32 1.72
H: -0.64 -0.11 1.88
H: -1.68 2.23 0.83

- Max |F|: 5.08 eV/A
- Net charge: 0
- Energy above the lowest of the compared OMol25 structures with the same formula, charge and spin: 454.2 kJ/mol
- HOMO level: -0.3454 hartree
- SMILES: C/C(=N/O)C(=S)CO

Charges in e, computed with natural (NBO), in the same order as the atoms: C -0.648; C 0.163; N -0.115; O -0.599; C -0.128; S 0.064; C -0.097; O -0.724; H 0.241; H 0.237; H 0.229; H 0.493; H 0.229; H 0.180; H 0.474